The following is a DFT calculation (ωB97M-V/def2-TZVPD) of a cluster of 7 separate species, C32H40ClN6O4P3 in total.

Values from the calculation:
HOMO   -7.7 eV
Gap between HOMO and LUMO   0.2977 Ha
SMILES string   CC[PH2](P(O)Cl)P(=O)(O)O.c1ccncc1.c1ccncc1.c1ccncc1.c1ccncc1.c1ccncc1.c1ccncc1
Spin multiplicity   1
Molar mass   701.1 g mol⁻¹

Bonds (Å) are listed after each position.
Geometry (Å):
1 H 3.66 8.04 -3.95  C3 1.082
2 H -10.03 -2.59 -0.57  C31 1.085
3 C 4.11 7.93 -2.97  H1 1.082, C6 1.385, C69 1.385
4 N 6.01 -5.51 4.19  C68 1.331, C73 1.331
5 H 1.25 0.69 4.74  C26 1.081
6 C 4.16 6.70 -2.35  C3 1.385, C44 1.387, H75 1.081
7 H 4.80 -6.65 5.38  C73 1.085
8 C -6.29 -1.82 -2.00  H18 1.085, N25 1.331, C37 1.387
9 H 2.90 3.66 -1.41  O36 0.968
10 O -1.39 0.18 -2.95  H55 0.962, P80 1.612
11 N -10.29 -0.68 -1.30  C13 1.330, C31 1.330
12 H 2.65 -5.05 3.53  C78 1.082
13 C -11.16 0.22 -1.73  N11 1.330, C50 1.387, H51 1.085
14 P 3.85 1.97 -2.40  P27 2.309, O36 1.652, Cl86 2.081
15 H 4.82 5.66 -0.58  C44 1.084
16 C -12.11 -2.20 -0.95  C29 1.385, C31 1.387, H64 1.081
17 C -6.00 0.32 -0.99  C37 1.385, C42 1.386, H79 1.083
18 H -6.86 -2.73 -2.16  C8 1.085
19 H 4.75 -4.52 2.32  C33 1.079
20 C -4.40 -0.65 -2.47  N25 1.333, C42 1.387, H60 1.081
21 H 2.77 -0.76 -1.54  C41 1.088
22 H -4.15 1.28 -1.55  C42 1.082
23 C 1.47 -3.71 2.33  H58 1.082, C77 1.386, C78 1.386
24 H 5.66 9.67 -0.53  C32 1.085
25 N -5.12 -1.75 -2.64  C8 1.331, C20 1.333
26 C 0.95 1.26 3.87  H5 1.081, C54 1.387, C72 1.387
27 P 1.57 1.64 -2.61  P14 2.309, H63 1.435, H74 1.422, P80 2.298, C81 1.822
28 C 0.23 2.56 1.62  H34 1.084, C38 1.384, N47 1.332
29 C -13.01 -1.25 -1.40  C16 1.385, C50 1.385, H67 1.082
30 C 3.76 -3.14 0.99  C33 1.387, N56 1.331, H57 1.085
31 C -10.76 -1.87 -0.92  H2 1.085, N11 1.330, C16 1.387
32 C 5.23 8.84 -1.07  H24 1.085, C69 1.387, N82 1.330
33 C 3.82 -4.05 2.03  H19 1.079, C30 1.387, C78 1.384
34 H -0.05 3.04 0.68  C28 1.084
35 H 2.13 -2.02 -2.55  C41 1.087
36 O 3.82 3.39 -1.55  H9 0.968, P14 1.652
37 C -6.77 -0.82 -1.16  C8 1.387, C17 1.385, H85 1.081
38 C 0.23 3.27 2.81  C28 1.384, C54 1.386, H71 1.081
39 H 0.63 -2.30 0.94  C77 1.086
40 H 2.76 -0.01 -3.85  C81 1.093
41 C 1.92 -1.03 -2.16  H21 1.088, H35 1.087, H49 1.089, C81 1.532
42 C -4.78 0.41 -1.65  C17 1.386, C20 1.387, H22 1.082
43 H 1.19 -0.40 2.51  C72 1.085
44 C 4.76 6.61 -1.10  C6 1.387, H15 1.084, N82 1.331
45 H 0.62 3.10 4.91  C54 1.082
46 H 6.59 -8.21 6.10  C84 1.081
47 N 0.56 1.28 1.51  C28 1.332, C72 1.332
48 O -1.08 1.73 -0.95  H76 0.973, P80 1.616
49 H 1.04 -1.05 -1.52  C41 1.089
50 C -12.53 -0.01 -1.79  C13 1.387, C29 1.385, H53 1.081
51 H -10.75 1.17 -2.03  C13 1.085
52 H 1.04 -0.28 -4.04  C81 1.088
53 H -13.20 0.76 -2.15  C50 1.081
54 C 0.60 2.59 3.96  C26 1.387, C38 1.386, H45 1.082
55 H -1.19 -0.53 -2.33  O10 0.962
56 N 2.64 -2.52 0.61  C30 1.331, C77 1.331
57 H 4.66 -2.88 0.44  C30 1.085
58 H 0.54 -3.91 2.83  C23 1.082
59 H 8.90 -7.87 5.21  C62 1.082
60 H -3.46 -0.61 -3.00  C20 1.081
61 O -1.28 2.70 -3.29  P80 1.464
62 C 8.09 -7.21 4.93  H59 1.082, C83 1.385, C84 1.385
63 H 1.56 1.77 -1.18  P27 1.435
64 H -12.44 -3.18 -0.63  C16 1.081
65 H 4.63 10.01 -2.77  C69 1.081
66 H 9.30 -5.96 3.66  C83 1.081
67 H -14.07 -1.47 -1.44  C29 1.082
68 C 7.25 -5.33 3.73  N4 1.331, H70 1.085, C83 1.386
69 C 4.65 9.03 -2.32  C3 1.385, C32 1.387, H65 1.081
70 H 7.39 -4.49 3.06  C68 1.085
71 H -0.06 4.31 2.83  C38 1.081
72 C 0.92 0.64 2.62  C26 1.387, H43 1.085, N47 1.332
73 C 5.81 -6.53 5.02  N4 1.331, H7 1.085, C84 1.386
74 H 1.42 2.76 -3.47  P27 1.422
75 H 3.76 5.81 -2.82  C6 1.081
76 H -0.51 1.17 -0.41  O48 0.973
77 C 1.53 -2.81 1.27  C23 1.386, H39 1.086, N56 1.331
78 C 2.65 -4.34 2.71  H12 1.082, C23 1.386, C33 1.384
79 H -6.34 1.12 -0.35  C17 1.083
80 P -0.72 1.58 -2.52  O10 1.612, P27 2.298, O48 1.616, O61 1.464
81 C 1.81 -0.02 -3.32  P27 1.822, H40 1.093, C41 1.532, H52 1.088
82 N 5.28 7.66 -0.46  C32 1.330, C44 1.331
83 C 8.32 -6.15 4.06  C62 1.385, H66 1.081, C68 1.386
84 C 6.81 -7.40 5.42  H46 1.081, C62 1.385, C73 1.386
85 H -7.73 -0.93 -0.68  C37 1.081
86 Cl 4.29 2.66 -4.31  P14 2.081

These are the Mulliken partial charges, in e, on atoms 1 to 4: H 0.38; H 0.33; C -0.49; N -0.36